No. 1
The following is a quantum chemistry calculation of C2H2N3O as an isolated structure at a distorted geometry, from the OMol25 dataset.

Cartesian coordinates (Å):
O: -0.315 0.536 1.478
N: -0.371 -0.771 -0.357
H: -0.234 -0.159 -2.243
H: -0.301 -1.720 1.772
N: 0.769 1.107 -0.713
C: 0.000 0.014 -1.243
C: -0.312 -0.544 0.972
N: 0.762 1.538 0.333

Computed properties:
- charge = +1
- 2S+1 = 1
- max |F| (eV Å⁻¹) = 7.37
- HOMO (eV) = -16.86
- E_LUMO (eV) = -7.650

No. 2
The following is a quantum chemistry calculation of an isolated ion of composition C2H2N3O and charge +1 at a distorted geometry, from the OMol25 dataset.

Cartesian coordinates (Å):
H: 0.449 -1.603 0.110
N: -1.620 -1.262 0.043
C: -0.412 -0.808 0.050
N: -2.725 -1.450 0.025
H: 0.134 1.357 0.432
O: -2.697 1.690 0.016
C: -0.607 0.609 0.185
N: -1.710 1.134 -0.164

Computed properties:
- charge = +1
- 2S+1 = 1
- max |F| (eV Å⁻¹) = 4.27
- HOMO (spin up / spin down) (eV) = -14.80 / -14.80
- E_LUMO (spin up / spin down) (eV) = -7.451 / -7.450
- SMILES string = N#[N+]/C=C\N=O

No. 3
The following is a quantum chemistry calculation of an isolated ion of composition C2H2N3O and charge +1 at a distorted geometry, from the OMol25 dataset.

Cartesian coordinates (Å):
N: 1.664 -0.268 -0.027
N: -1.848 0.119 0.021
C: 0.608 0.429 0.337
H: -0.385 -0.203 -1.262
N: 2.721 -0.691 -0.123
H: 0.734 0.858 1.266
O: -2.885 -0.418 0.075
C: -0.609 0.173 -0.287

Computed properties:
- charge = +1
- 2S+1 = 1
- max |F| (eV Å⁻¹) = 5.09
- HOMO (spin up / spin down) (eV) = -14.65 / -14.59
- E_LUMO (spin up / spin down) (eV) = -7.811 / -7.167
- SMILES string = N#[N+]/C=C/N=O

No. 4
The following is a quantum chemistry calculation of a single C2H2N4 molecule at a distorted geometry, from the OMol25 dataset.

Cartesian coordinates (Å):
N: 0.727 0.262 0.785
H: -0.557 1.778 1.197
C: 0.832 -0.782 0.023
N: -1.020 -0.325 -1.241
H: 1.697 -1.395 0.075
N: -1.219 0.702 -0.412
C: -0.410 0.926 0.543
N: -0.051 -1.166 -0.969

Computed properties:
- charge = 0
- 2S+1 = 1
- max |F| (eV Å⁻¹) = 2.79
- HOMO (eV) = -10.29
- E_LUMO (eV) = -0.644
- SMILES string = c1ncnnn1

Values for E_tot, Eh, ordered as above
-316.467090 -316.423321 -316.419242 -296.357475
Values for ΔE to the lowest compared entry with this formula, charge and spin, eV, ordered as above
3.346 4.537 4.648 1.834